Entry 1:
10
Properties=species:S:1:pos:R:3:nbo_charge:R:1 method="wB97M-V/def2-TZVPD" homo_ev=-3.0 total_energy_ev=-10129.7654 e_above_lowest_kj_mol=80.7 multiplicity=1 orbital_gap_ev=6.89 largest_force_ev_per_a=1.579 total_charge=-1 e_lumo_ev=3.856
C 0.09 -1.86 0.03 0.86
C 1.38 0.22 0.05 -0.46
N -1.20 0.99 -0.77 -0.60
N -2.08 1.30 -0.09 0.19
N -2.97 1.61 0.57 -0.51
N 1.04 -1.16 0.08 -0.54
O -0.61 -2.80 0.03 -0.57
H 2.16 0.37 -0.70 0.17
H 0.45 0.80 -0.23 0.29
H 1.74 0.53 1.03 0.17

---

Entry 2:
10
Properties=species:S:1:pos:R:3:nbo_charge:R:1 method="wB97M-V/def2-TZVPD" homo_ev=-8.9 total_energy_ev=-17366.0933 e_above_lowest_kj_mol=179.9 multiplicity=1 orbital_gap_ev=8.18 largest_force_ev_per_a=4.504 e_lumo_ev=-0.728 smiles="C1=NN=NN=PC1"
C -0.65 0.39 -0.69 0.10
C -0.90 -0.50 0.38 -0.81
N 0.19 1.33 -0.55 -0.26
N 1.19 1.41 0.21 0.01
N 1.94 0.54 0.63 0.02
N 1.80 -1.02 -0.04 -0.82
P 0.47 -1.76 -0.20 1.04
H -1.43 0.56 -1.52 0.22
H -0.60 -0.13 1.31 0.25
H -2.03 -0.82 0.47 0.25

---

Entry 3:
11
Properties=species:S:1:pos:R:3:nbo_charge:R:1 method="wB97M-V/def2-TZVPD" homo_ev=-4.3 total_energy_ev=-29751.4641 e_above_lowest_kj_mol=258.8 multiplicity=1 orbital_gap_ev=7.38 largest_force_ev_per_a=4.102 total_charge=-1 e_lumo_ev=3.112
C 0.84 0.22 0.26 0.08
C -1.71 0.09 0.58 -0.38
N 2.71 -0.67 -0.54 -0.15
N 1.38 -0.86 -0.35 -0.46
N 1.88 1.06 0.41 -0.44
N 2.94 0.48 -0.11 -0.11
S -2.20 -1.42 0.05 -0.26
S -2.06 1.55 -0.37 0.02
H -1.58 0.15 1.58 0.18
H 0.86 -1.71 -0.36 0.41
H -3.08 1.10 -1.14 0.12